[1]
The following is a DFT calculation (ωB97M-V/def2-TZVPD) of a single C7H8O molecule in a non-equilibrium geometry.

```
! wB97M-V def2-TZVPD RIJCOSX def2/J DEFGRID3
* xyz 0 1
C -2.166 1.310 -0.448
C -0.954 0.777 -0.336
C -0.132 0.350 1.019
C 1.024 -0.631 0.481
C 2.227 -0.880 0.922
C 0.205 -1.148 -0.717
C -0.006 0.133 -1.308
H -2.773 1.704 0.320
H -2.501 1.302 -1.479
H -0.958 -0.259 1.631
H 0.245 1.315 1.630
H 2.828 -1.517 0.289
H 2.645 -0.567 1.936
H -0.720 -1.578 -0.379
H 0.878 0.690 -1.418
O 0.158 -1.000 -2.145
*
```

* electronic energy: -346.53706 Eh
* HOMO-LUMO gap: 0.3727 Ha
* SMILES: C=C1CC(=C)[C@@H]2O[C@@H]12
* F_max: 0.056 Eh/bohr
* HOMO: -9.20 eV

Results of the Mulliken charge analysis, in e, for atoms 1 through 2: C -0.96; C 0.24

---

[2]
The following is a DFT calculation (ωB97M-V/def2-TZVPD) of a molecular structure, C7H8O in a non-equilibrium geometry.

```
! wB97M-V def2-TZVPD RIJCOSX def2/J DEFGRID3
* xyz 0 1
C -0.362 0.625 -1.556
C 0.801 -0.389 -1.324
C 1.528 -0.760 1.276
C -0.798 0.589 0.911
C -1.373 0.375 -0.460
C -0.906 -0.767 0.400
C 0.617 -0.630 0.155
H -0.790 0.571 -2.545
H 0.029 1.639 -1.500
H 0.708 -1.329 -1.909
H 0.979 -1.074 2.205
H -1.214 1.151 1.755
H -2.441 0.646 -0.594
H -1.376 -1.682 0.830
H 1.776 0.095 -1.538
O 0.662 0.716 0.860
*
```

* electronic energy: -346.54314 Eh
* HOMO-LUMO gap: 0.3309 Ha
* F_max: 0.038 Eh/bohr
* HOMO: -8.07 eV

Results of the Mulliken charge analysis, in e, for atoms 1 through 2: C -0.80; C -0.71

---

[3]
The following is a DFT calculation (ωB97M-V/def2-TZVPD) of a single C7H8O molecule in a non-equilibrium geometry.

```
! wB97M-V def2-TZVPD RIJCOSX def2/J DEFGRID3
* xyz 0 1
C -2.597 -0.417 -0.114
C -0.951 -0.096 0.143
C 0.028 -0.906 -0.256
C 1.378 -0.218 -0.204
C 2.534 -0.818 0.015
C 1.100 1.174 0.033
C -0.314 1.193 0.615
H -2.598 -1.439 -0.716
H -2.705 0.540 -0.718
H -3.370 -0.229 0.736
H -0.217 -1.948 -0.761
H 2.857 -1.930 0.069
H 3.157 -0.056 0.454
H 2.320 1.588 0.187
H -0.856 1.732 1.320
O 0.236 1.831 -0.803
*
```

* electronic energy: -346.56296 Eh
* HOMO-LUMO gap: 0.3558 Ha
* SMILES: C=C1C=C(C)[C@@H]2O[C@H]12
* F_max: 0.094 Eh/bohr
* HOMO: -8.93 eV

Results of the Mulliken charge analysis, in e, for atoms 1 through 2: C -0.86; C 0.26

---

[4]
The following is a DFT calculation (ωB97M-V/def2-TZVPD) of a molecular structure, C7H8O in a non-equilibrium geometry.

```
! wB97M-V def2-TZVPD RIJCOSX def2/J DEFGRID3
* xyz 0 1
C -0.187 1.212 -0.671
C -0.944 0.019 -0.888
C -0.577 -0.420 0.984
C 0.530 0.957 0.676
C 1.707 0.365 0.169
C 1.478 -0.938 -0.270
C -0.013 -1.201 -0.271
H -1.191 1.943 -0.596
H 0.703 1.396 -1.391
H -1.636 -0.283 -1.815
H -0.790 -0.869 2.068
H 0.829 1.805 1.213
H 2.516 0.827 0.206
H 2.233 -1.727 -0.536
H -0.201 -2.226 -0.510
O -1.802 -0.102 0.373
*
```

* electronic energy: -346.57424 Eh
* HOMO-LUMO gap: 0.3592 Ha
* F_max: 0.196 Eh/bohr
* HOMO: -8.70 eV

Results of the Mulliken charge analysis, in e, for atoms 1 through 2: C -0.50; C -0.16

---

[5]
The following is a DFT calculation (ωB97M-V/def2-TZVPD) of a single C7H8O2 molecule in a non-equilibrium geometry.

```
! wB97M-V def2-TZVPD RIJCOSX def2/J DEFGRID3
* xyz 0 1
C 1.835 -1.218 -0.426
C 2.211 -2.112 -1.276
C -3.116 -0.368 0.942
C -2.420 -0.609 -0.195
C -1.036 -0.438 -0.449
C 0.802 0.873 0.210
C 1.312 2.246 0.513
O 1.779 -0.002 0.056
O -0.490 0.716 -0.095
H 2.587 -1.962 -2.282
H 1.960 -3.129 -1.123
H -4.123 -0.597 1.043
H -2.828 0.084 1.896
H -3.024 -1.318 -0.744
H 0.548 2.934 0.849
H 1.848 2.743 -0.245
H 2.154 2.156 1.328
*
```

* electronic energy: -421.66816 Eh
* HOMO-LUMO gap (alpha / beta): 0.2599 / 0.2668 Ha
* F_max: 0.058 Eh/bohr
* HOMO (alpha / beta): -7.10 / -7.49 eV

Results of the Mulliken charge analysis, in e, for atoms 1 through 2: C 0.35; C -0.62

---

[6]
The following is a DFT calculation (ωB97M-V/def2-TZVPD) of a single C7H8O2 molecule in a non-equilibrium geometry.

```
! wB97M-V def2-TZVPD RIJCOSX def2/J DEFGRID3
* xyz 0 1
C 0.261 1.633 0.579
C -0.870 1.429 -0.218
C 1.259 0.643 0.415
C -0.944 -1.378 1.357
C -0.223 -1.510 0.272
C -0.813 0.770 -1.374
C 0.863 -0.671 -0.151
O 2.440 0.642 0.803
O 1.718 -1.291 -0.915
H 0.324 2.436 1.337
H -1.883 1.812 0.075
H -1.845 -2.045 1.461
H -0.874 -0.333 1.795
H -0.248 -2.469 -0.335
H -1.778 0.745 -1.873
H 0.070 0.563 -1.937
H 2.544 -0.975 -1.292
*
```

* electronic energy: -421.85151 Eh
* HOMO-LUMO gap (alpha / beta): 0.2425 / 0.2335 Ha
* F_max: 0.068 Eh/bohr
* HOMO (alpha / beta): -7.49 / -7.38 eV

Results of the Mulliken charge analysis, in e, for atoms 1 through 2: C -0.73; C 0.20

---

[7]
The following is a DFT calculation (ωB97M-V/def2-TZVPD) of a gas-phase ion, C7H8O2PS (charge -1) in a non-equilibrium geometry.

```
! wB97M-V def2-TZVPD RIJCOSX def2/J DEFGRID3
* xyz -1 1
C -0.784 1.208 -0.804
C -0.351 1.101 0.512
C -1.569 0.167 -1.321
C -0.601 -0.058 1.356
C -1.937 -0.885 -0.463
C -1.482 -1.094 0.854
C 1.938 -0.854 -0.408
O 1.973 1.978 -0.878
O 2.274 0.966 1.514
P 1.710 0.902 0.179
S -1.960 -2.493 1.819
H -0.361 2.152 -1.188
H -0.121 1.962 1.189
H -1.945 0.161 -2.274
H -0.257 -0.217 2.285
H -2.563 -1.765 -0.731
H 3.004 -0.709 -0.846
H 1.703 -1.395 0.503
H 1.329 -1.126 -1.298
*
```

* electronic energy: -1161.61898 Eh
* HOMO-LUMO gap: 0.2330 Ha
* F_max: 0.114 Eh/bohr
* HOMO: -3.67 eV

Results of the Mulliken charge analysis, in e, for atoms 1 through 2: C -0.27; C 0.17

---

[8]
The following is a DFT calculation (ωB97M-V/def2-TZVPD) of a single C7H8S2 molecule in a non-equilibrium geometry.

```
! wB97M-V def2-TZVPD RIJCOSX def2/J DEFGRID3
* xyz 0 1
C 0.904 -0.539 -1.473
C 1.317 0.334 -0.544
C -1.304 1.653 0.069
C -0.300 1.406 1.067
C -0.125 -1.578 -0.894
C -0.114 -1.269 0.663
C 0.743 0.041 0.807
S -2.560 2.706 0.243
S -0.087 2.164 2.490
H 1.401 -0.804 -2.386
H 1.811 1.322 -0.652
H -1.300 1.296 -0.947
H -1.035 -1.104 -1.317
H -0.151 -2.671 -1.076
H -1.133 -1.270 1.148
H 0.458 -1.932 1.256
H 1.473 0.245 1.545
*
```

* electronic energy: -1067.77731 Eh
* HOMO-LUMO gap: 0.2416 Ha
* SMILES: S=CC(=S)[C@@H]1C=CCC1
* F_max: 0.107 Eh/bohr
* HOMO: -8.53 eV

Results of the Mulliken charge analysis, in e, for atoms 1 through 2: C -0.52; C -0.63

---

[9]
The following is a DFT calculation (ωB97M-V/def2-TZVPD) of a single C7H9Br2NO molecule in a non-equilibrium geometry.

```
! wB97M-V def2-TZVPD RIJCOSX def2/J DEFGRID3
* xyz 0 1
C -0.771 1.988 0.144
C -1.572 0.971 0.495
C -1.482 -0.446 0.331
C 0.429 1.772 -0.611
C 0.931 -0.032 -0.324
C 1.553 -0.101 1.035
C -0.117 -2.194 -0.831
N -0.388 -0.813 -0.388
O -2.465 -1.147 0.540
Br -3.174 1.262 1.474
Br 0.301 2.178 -2.447
H -1.087 2.962 0.412
H 1.259 2.422 -0.297
H 1.708 -0.348 -1.105
H 0.733 -0.528 1.676
H 2.083 0.828 1.325
H 2.222 -0.986 1.197
H 0.324 -2.846 0.060
H -1.117 -2.772 -0.934
H 0.630 -2.170 -1.751
*
```

* electronic energy: -5550.06498 Eh
* HOMO-LUMO gap: 0.3337 Ha
* SMILES: C[C@@H]1[C@@H](Br)C=C(Br)C(=O)N1C
* F_max: 0.092 Eh/bohr
* HOMO: -9.28 eV

Results of the Mulliken charge analysis, in e, for atoms 1 through 2: C -0.38; C 0.21

---

[10]
The following is a DFT calculation (ωB97M-V/def2-TZVPD) of a single C7H9BrCl2N2 molecule in a non-equilibrium geometry.

```
! wB97M-V def2-TZVPD RIJCOSX def2/J DEFGRID3
* xyz 0 1
C -1.863 1.649 -2.924
C -0.689 1.464 -2.170
C -1.018 1.454 -0.763
C 0.189 -1.231 0.248
C 1.751 0.252 1.683
C 0.981 0.188 0.381
C -0.106 1.299 0.372
N -2.303 1.627 -0.697
N -2.763 1.768 -1.934
Cl 0.878 1.120 -2.726
Cl -1.107 1.478 1.842
Br 1.022 3.011 0.266
H -2.136 1.587 -3.890
H -0.393 -1.334 1.191
H 0.887 -2.035 0.206
H -0.460 -1.270 -0.600
H 1.080 0.390 2.501
H 2.357 -0.580 1.997
H 2.662 0.963 1.606
H 1.687 0.200 -0.448
H -3.803 2.105 -1.957
*
```

* electronic energy: -3875.99083 Eh
* HOMO-LUMO gap: 0.3531 Ha
* SMILES: CC(C)[C@@](Cl)(Br)c1n[nH]cc1Cl
* F_max: 0.107 Eh/bohr
* HOMO: -9.08 eV

Results of the Mulliken charge analysis, in e, for atoms 1 through 2: C -0.70; C 0.42

---

[11]
The following is a DFT calculation (ωB97M-V/def2-TZVPD) of a single C7H9BrN2 molecule in a non-equilibrium geometry.

```
! wB97M-V def2-TZVPD RIJCOSX def2/J DEFGRID3
* xyz 0 1
C -1.653 0.237 0.990
C 0.864 -1.099 1.627
C 0.749 -1.338 0.186
C 1.235 0.009 -0.571
C -0.511 0.731 1.667
C 0.180 0.903 -0.902
C -0.996 0.542 -1.775
N -2.581 -0.068 0.352
N 0.400 -0.073 2.167
Br 0.468 2.815 -0.778
H 1.493 -1.668 2.200
H 1.354 -2.192 -0.101
H -0.331 -1.627 0.034
H 2.063 0.414 0.030
H 1.655 -0.502 -1.529
H -0.508 1.786 1.999
H -1.940 0.261 -1.094
H -0.731 -0.479 -2.031
H -1.211 1.348 -2.474
*
```

* electronic energy: -2955.49364 Eh
* HOMO-LUMO gap (alpha / beta): 0.2698 / 0.2521 Ha
* F_max: 0.071 Eh/bohr
* HOMO (alpha / beta): -7.74 / -7.62 eV

Results of the Mulliken charge analysis, in e, for atoms 1 through 2: C 0.52; C -0.29

---

[12]
The following is a DFT calculation (ωB97M-V/def2-TZVPD) of a molecular structure, C7H9Cl in a non-equilibrium geometry.

```
! wB97M-V def2-TZVPD RIJCOSX def2/J DEFGRID3
* xyz 0 1
C 0.656 0.037 0.013
C 0.036 0.915 -1.066
C -1.061 1.083 0.013
C 0.075 1.014 1.086
C -1.658 -0.354 0.059
C -2.945 -0.670 -0.099
C -0.333 -1.127 0.176
H 0.539 1.837 -1.304
H -0.335 0.486 -2.019
H -1.838 1.863 -0.038
H 0.639 1.888 1.189
H -0.198 0.616 2.088
H -3.163 -1.739 -0.064
H -3.699 0.051 -0.248
H -0.236 -1.883 -0.651
H -0.110 -1.685 1.049
Cl 2.340 -0.401 -0.065
*
```

* electronic energy: -732.26146 Eh
* HOMO-LUMO gap: 0.3839 Ha
* F_max: 0.054 Eh/bohr
* HOMO: -9.51 eV

Results of the Mulliken charge analysis, in e, for atoms 1 through 2: C 0.41; C -0.65